(1)
{"formula": "C7H13N2P", "method": "wB97M-V/def2-TZVPD", "elements": ["C", "C", "C", "C", "C", "C", "C", "N", "N", "P", "H", "H", "H", "H", "H", "H", "H", "H", "H", "H", "H", "H", "H"], "positions_angstrom": [[-2.2222, -1.9294, 2.7391], [-1.7441, -2.1738, 1.4811], [-0.1753, -1.4171, 2.7831], [0.8909, 1.4384, -3.1516], [1.7056, 2.4922, -0.7355], [0.5208, -1.8678, 0.5928], [-0.7224, 0.9255, -0.7647], [-1.2339, -1.4051, 3.5490], [-0.4302, -1.7577, 1.5291], [0.0902, 2.1635, -1.6536], [-3.3463, -1.9636, 2.9206], [-2.0282, -2.7774, 0.6089], [0.7178, -1.0875, 3.0844], [0.8780, 2.3057, -3.7032], [0.3055, 0.6345, -3.5801], [1.8029, 1.0482, -2.9680], [2.1606, 3.3941, -1.1561], [2.2859, 1.6706, -1.0946], [1.5093, 2.5368, 0.3097], [0.0951, -1.8555, -0.3642], [1.5295, -1.9017, 0.8117], [-1.2458, 1.1961, 0.2044], [-1.3437, 0.3311, -1.4424]], "e_lumo_ev": [-0.31, -0.03], "orbital_gap_ev": [7.3, 7.4], "total_charge": 0, "homo_ev": [-7.63, -7.38], "total_energy_ha": -725.2051}



(2)
{"formula": "C7H13N2S", "method": "wB97M-V/def2-TZVPD", "elements": ["C", "C", "C", "C", "C", "C", "C", "N", "N", "S", "H", "H", "H", "H", "H", "H", "H", "H", "H", "H", "H", "H", "H"], "positions_angstrom": [[-2.5648, 0.1929, 0.9375], [-1.6850, -1.0002, 1.1340], [-1.8920, 1.3490, 0.8563], [-0.3754, -0.9911, 0.7446], [-0.4457, 1.4957, 0.4390], [0.2466, 0.2149, 0.2712], [2.8708, -1.0172, 0.4138], [0.5742, -1.2065, -1.8945], [-0.3599, 2.2492, -0.8007], [1.9400, 0.5544, 0.1990], [-3.6225, 0.2105, 1.1925], [-2.0383, -1.9657, 1.4442], [-2.4780, 2.2465, 0.7605], [0.2468, -1.8966, 0.5195], [0.2025, 2.0946, 1.0901], [2.4560, -1.3970, 1.4156], [3.8571, -0.7039, 0.5953], [2.6902, -1.7454, -0.2886], [1.5077, -0.9891, -2.1978], [0.1012, -0.5423, -2.5481], [0.4428, -2.1666, -2.1833], [-0.6603, 3.1526, -0.6226], [-1.0140, 1.8612, -1.4776]], "e_lumo_ev": [-5.52, -5.52], "orbital_gap_ev": [7.5, 7.5], "total_charge": 1, "homo_ev": [-13.04, -13.04], "total_energy_ha": -781.8879}



(3)
{"formula": "C7H13N2S", "method": "wB97M-V/def2-TZVPD", "elements": ["C", "C", "C", "C", "C", "C", "C", "N", "N", "S", "H", "H", "H", "H", "H", "H", "H", "H", "H", "H", "H", "H", "H"], "positions_angstrom": [[0.7973, 0.6779, -1.7564], [0.1966, 0.7709, -2.9436], [-1.3367, 1.2818, -1.1442], [-0.0832, 0.9871, -0.6342], [-1.3765, -0.6148, 1.2172], [1.3065, -0.4326, 1.2279], [-0.0403, -0.8318, 0.5285], [-0.0554, -1.8443, -0.3514], [1.2026, 0.8259, 2.0263], [-1.4614, 1.2801, -2.8256], [1.7352, 0.3424, -1.4233], [0.6183, 0.5095, -3.8761], [-2.2360, 1.4819, -0.5912], [-1.9977, 0.0543, 0.6551], [-1.8949, -1.5680, 1.4170], [-1.1552, -0.1377, 2.1929], [1.5522, -1.3135, 1.8461], [2.1128, -0.4476, 0.5533], [-0.9837, -2.0270, -0.7743], [0.8107, -2.0157, -0.8689], [0.2730, 0.7401, 2.4554], [0.0354, 1.6478, 0.2920], [1.9805, 0.6333, 2.7774]], "e_lumo_ev": -4.66, "orbital_gap_ev": 8.4, "total_charge": 1, "homo_ev": -13.06, "total_energy_ha": -781.8944}



(4)
{"formula": "C7H13N2S", "method": "wB97M-V/def2-TZVPD", "elements": ["C", "C", "C", "C", "C", "C", "C", "N", "N", "S", "H", "H", "H", "H", "H", "H", "H", "H", "H", "H", "H", "H", "H"], "positions_angstrom": [[-1.4382, -1.2404, 0.2118], [-0.2996, -0.5968, -0.5436], [-2.1232, -0.6943, 1.2437], [-0.9389, 1.2836, 1.6923], [-0.2223, 2.4225, 2.1680], [1.3366, 1.1468, -0.6228], [1.2297, -2.5385, -2.2883], [-1.6059, 0.3306, 1.8974], [-0.1031, 0.7810, -0.3672], [-0.1283, -1.2558, -2.3935], [-1.8073, -2.1687, -0.1481], [0.4568, -1.2184, -0.0579], [-2.8709, -1.3136, 1.8253], [-0.6428, 2.8823, 3.0563], [-0.0861, 3.1301, 1.3285], [0.7339, 2.1679, 2.5310], [1.5369, 2.2400, -0.5073], [1.7475, 0.5755, 0.1329], [1.6266, 0.8532, -1.7173], [1.8510, -2.0982, -1.4223], [1.7629, -2.6005, -3.1511], [0.6976, -3.4698, -2.0407], [-0.7129, 1.3813, -0.8271]], "e_lumo_ev": [-2.97, -7.40], "orbital_gap_ev": [6.1, 5.0], "total_charge": 1, "spin_multiplicity": 3, "homo_ev": [-9.09, -12.40], "s_squared": 2.026, "total_energy_ha": -781.7274}



(5)
{"formula": "C7H13N3", "method": "wB97M-V/def2-TZVPD", "elements": ["C", "C", "N", "C", "N", "C", "C", "H", "H", "H", "H", "H", "H", "H", "H", "H", "N", "C", "C", "H", "H", "H", "H"], "positions_angstrom": [[-1.2156, -0.6193, 1.4887], [-0.9770, 0.1797, 0.4426], [-1.9640, 0.5231, -0.4765], [0.3458, 1.2493, 0.4209], [0.7184, 1.6757, -0.8567], [1.3397, 1.0439, 1.5062], [0.5095, 2.0337, 1.6717], [-0.4288, -0.8823, 2.1775], [-2.1920, -1.0425, 1.6826], [-1.8676, 1.4368, -0.8943], [-2.9099, 0.3078, -0.1985], [0.6720, 0.7176, -1.6166], [0.1052, 2.4174, -1.1866], [2.1568, 0.4580, 1.8709], [0.1601, 2.8476, 2.2698], [-0.5783, -0.4736, -2.7039], [0.2681, -0.5914, -2.1548], [0.1661, -1.4713, -1.2156], [1.3741, -1.8452, -0.4274], [-0.7009, -2.1252, -1.1194], [1.1208, -1.9582, 0.6221], [1.7575, -2.8050, -0.7866], [2.1399, -1.0763, -0.5162]], "e_lumo_ev": 1.03, "orbital_gap_ev": 9.1, "total_charge": 0, "homo_ev": -8.03, "total_energy_ha": -438.6157}



(6)
{"formula": "C7H13N3O", "method": "wB97M-V/def2-TZVPD", "elements": ["C", "C", "C", "N", "C", "N", "H", "H", "H", "H", "H", "H", "C", "C", "C", "N", "O", "H", "H", "H", "H", "H", "H", "H"], "positions_angstrom": [[3.5867, -0.5991, -2.0155], [2.6048, -0.1454, -1.0461], [2.5765, -0.2156, 0.3593], [1.5063, 0.5667, 0.8464], [0.9659, 1.2005, -0.1855], [1.4598, 0.7646, -1.3887], [4.5728, -0.8681, -1.5344], [3.6310, 0.2844, -2.7941], [3.0080, -1.4742, -2.3962], [3.0480, -0.9045, 1.0510], [1.5688, 1.0976, 1.6999], [0.1034, 1.8217, 0.0178], [-2.5396, -1.2715, -0.5998], [-2.3419, 0.1110, -0.0147], [-2.2055, -0.0350, 1.5135], [-1.9054, 1.0617, 2.2434], [-2.3259, -1.0667, 2.1195], [-3.6388, -1.3373, -0.2828], [-1.9974, -2.0641, -0.0442], [-2.5855, -1.4911, -1.7525], [-1.4483, 0.7125, -0.5198], [-3.3087, 0.7577, -0.2446], [-2.2902, 1.0905, 3.1993], [-2.0451, 2.0034, 1.7688]], "e_lumo_ev": 0.66, "orbital_gap_ev": 9.3, "total_charge": 0, "homo_ev": -8.61, "total_energy_ha": -513.9784}



(7)
{"formula": "C7H13N3O", "method": "wB97M-V/def2-TZVPD", "elements": ["C", "C", "C", "C", "N", "C", "N", "H", "H", "H", "H", "H", "H", "H", "H", "C", "C", "N", "O", "H", "H", "H", "H", "H"], "positions_angstrom": [[-0.5459, 2.5684, 1.1492], [0.5914, 1.9762, 0.3315], [1.1337, 0.6168, 0.6610], [2.2306, -0.0088, 0.1596], [2.1648, -1.3025, 0.6509], [1.0483, -1.4001, 1.4313], [0.3945, -0.2709, 1.3929], [-1.2363, 1.7331, 1.2625], [-1.0536, 3.3836, 0.6658], [-0.2054, 2.9062, 2.1284], [0.2519, 1.8423, -0.6816], [1.4321, 2.6633, 0.2247], [3.1640, 0.2314, -0.3219], [3.0036, -1.8368, 0.7917], [0.9370, -2.3228, 1.9760], [-1.4076, -2.0455, -0.6657], [-1.8652, -0.7003, -1.1336], [-1.4100, -0.3693, -2.3636], [-2.5473, 0.0457, -0.4672], [-0.4128, -2.4240, -0.9337], [-1.9813, -2.7728, -1.2557], [-1.4098, -2.2499, 0.3942], [-1.7431, 0.4994, -2.7457], [-0.5337, -0.7627, -2.6508]], "e_lumo_ev": 0.71, "orbital_gap_ev": 9.4, "total_charge": 0, "homo_ev": -8.67, "total_energy_ha": -514.0375}



(8)
{"formula": "C7H13N3PS", "method": "wB97M-V/def2-TZVPD", "elements": ["C", "C", "C", "C", "C", "C", "C", "N", "N", "N", "P", "S", "H", "H", "H", "H", "H", "H", "H", "H", "H", "H", "H", "H", "H"], "positions_angstrom": [[0.0645, 2.8981, 3.0678], [1.0830, 2.3287, 3.7565], [-0.0971, 2.6270, 1.6980], [1.9839, 1.5035, 3.1941], [0.8465, 1.8749, 0.9915], [1.9057, 1.2594, 1.7526], [2.7021, 0.2974, 1.1773], [-2.0558, -1.0138, -3.4248], [-2.8329, -1.7420, -0.9670], [-1.3483, -3.3864, -2.2702], [-1.5409, -1.7420, -2.0416], [0.1113, -0.7693, -1.3452], [-0.5906, 3.6869, 3.4100], [1.3666, 2.4334, 4.8368], [-1.0533, 2.7704, 1.1768], [2.4773, 0.8194, 3.8654], [0.8321, 1.6154, -0.0320], [3.6778, 0.1911, 1.6708], [2.5032, -0.2360, 0.2322], [-1.4100, -0.3783, -3.8671], [-2.9368, -1.1358, -3.9711], [-3.2501, -0.8910, -1.2736], [-3.3667, -2.6630, -1.2989], [-1.3296, -4.0083, -1.5829], [-0.8997, -3.8093, -3.1621]], "e_lumo_ev": -6.20, "orbital_gap_ev": 4.9, "total_charge": 1, "homo_ev": -11.11, "total_energy_ha": -1178.0643}